1.
Below is a cluster of 3 separate species, C3H11NO2 in total, with properties calculated with wB97M-V/def2-TZVPD.

Output
HOMO energy = -9.9795 eV
Structure (SMILES) = C=NCC.O.O

The geometry in ORCA input format:
```
! RIJCOSX wB97M-V def2-TZVPD def2/J DEFGRID3
* xyz 0 1
C -0.252 -1.011 -1.849
N -0.329 -0.214 -0.836
C -1.198 -0.708 0.267
C -0.594 -0.728 1.691
H -0.850 -1.925 -1.853
H 0.415 -0.774 -2.584
H -1.807 -1.623 0.084
H -1.984 0.076 0.369
H -1.196 -1.432 2.224
H -0.631 0.212 2.238
H 0.461 -0.859 1.610
O 2.375 0.880 -1.037
H 1.652 0.240 -0.761
H 3.160 0.519 -0.667
O -0.022 2.180 0.236
H -0.133 3.056 0.736
H 0.932 2.111 0.132
*
```

Atom charges from the natural (NBO) analysis, given in e for atoms 1 to 8:
1 C -0.061
2 N -0.395
3 C -0.260
4 C -0.614
5 H 0.147
6 H 0.178
7 H 0.171
8 H 0.210

---

2.
Below is a cluster of 3 separate species, C3H11NO2 in total, with properties calculated with wB97M-V/def2-TZVPD.

Output
HOMO energy = -9.0228 eV
Structure (SMILES) = C=NCC.O.O

The geometry in ORCA input format:
```
! RIJCOSX wB97M-V def2-TZVPD def2/J DEFGRID3
* xyz 0 1
C -1.179 0.937 1.502
N -0.971 -0.305 1.466
C -2.143 -1.282 1.658
C -2.308 -2.056 0.317
H -2.291 1.143 1.402
H -0.608 1.693 2.126
H -1.931 -1.908 2.537
H -2.964 -0.635 1.808
H -2.957 -3.012 0.566
H -2.700 -1.439 -0.486
H -1.279 -2.427 -0.015
O 4.505 2.334 -1.620
H 5.106 3.079 -1.573
H 3.882 2.423 -0.823
O 2.328 0.306 -3.289
H 2.314 1.133 -2.731
H 3.195 0.016 -2.845
*
```

Atom charges from the natural (NBO) analysis, given in e for atoms 1 to 8:
1 C -0.084
2 N -0.395
3 C -0.231
4 C -0.624
5 H 0.106
6 H 0.198
7 H 0.213
8 H 0.170

---

3.
Below is a cluster of 3 separate species, C3H11NO2 in total, with properties calculated with wB97M-V/def2-TZVPD.

Output
Expectation value of S² = 0.773
HOMO energy (spin up / spin down) = -14.6199 / -14.6189 eV

The geometry in ORCA input format:
```
! RIJCOSX wB97M-V def2-TZVPD def2/J DEFGRID3
* xyz 1 2
C -1.444 -0.514 -2.118
C -1.065 -0.352 -0.829
N -0.073 -1.109 -0.205
C -0.258 -1.662 1.146
H -0.868 -1.258 -2.702
H -2.072 0.138 -2.587
H -1.533 0.540 -0.204
H 0.439 -1.801 -0.767
H 0.719 -1.839 1.632
H -0.778 -2.579 1.223
H -0.588 -0.849 1.689
H -0.338 3.041 1.737
H 0.719 2.306 0.877
O -0.204 2.217 1.221
H 1.930 0.702 0.182
H 3.011 1.486 -0.503
O 2.403 1.531 0.208
*
```

Atom charges from the natural (NBO) analysis, given in e for atoms 1 to 8:
1 C -0.136
2 C 0.030
3 N -0.344
4 C -0.445
5 H 0.212
6 H 0.232
7 H 0.292
8 H 0.412

---

4.
Below is a cluster of 2 separate species, C3H11NO2S in total, with properties calculated with wB97M-V/def2-TZVPD.

Output
HOMO energy = -9.1626 eV
Structure (SMILES) = OCNCCS.O

The geometry in ORCA input format:
```
! RIJCOSX wB97M-V def2-TZVPD def2/J DEFGRID3
* xyz 0 1
O -2.626 -2.663 0.334
C -1.387 -2.559 0.897
N -0.445 -2.212 -0.199
C -0.071 -0.796 -0.331
C 1.356 -0.764 -0.701
S 1.921 0.902 -0.683
H -2.600 -2.153 -0.548
H -1.279 -1.911 1.697
H -1.134 -3.513 1.304
H -0.786 -2.720 -1.054
H -0.843 -0.131 -0.829
H -0.061 -0.483 0.849
H 1.662 -1.550 0.022
H 1.580 -1.099 -1.715
H 1.316 1.433 0.357
O 0.931 7.038 -0.124
H 0.658 6.487 0.861
H 1.805 6.695 -0.138
*
```

Atom charges from the natural (NBO) analysis, given in e for atoms 1 to 8:
1 O -0.717
2 C 0.113
3 N -0.680
4 C -0.219
5 C -0.568
6 S -0.013
7 H 0.470
8 H 0.148

---

5.
Below is a cluster of 2 separate species, C3H11NO2S2 in total, with properties calculated with wB97M-V/def2-TZVPD.

Output
HOMO energy = -8.7863 eV
Structure (SMILES) = N[C@@H](CO)CSS.O

The geometry in ORCA input format:
```
! RIJCOSX wB97M-V def2-TZVPD def2/J DEFGRID3
* xyz 0 1
N 0.565 -1.517 1.209
C 0.881 -0.254 0.526
C 2.280 0.255 0.766
O 2.592 0.326 2.165
C 0.608 -0.416 -0.946
S -1.145 -0.665 -1.380
S -2.287 -0.202 0.269
H 1.013 -1.516 2.120
H 0.969 -2.294 0.702
H 0.166 0.447 0.971
H 3.031 -0.437 0.377
H 2.443 1.226 0.307
H 2.143 1.095 2.543
H 1.121 -1.292 -1.337
H 0.990 0.399 -1.536
H -1.854 -1.226 1.031
O 0.134 2.913 -1.377
H 0.644 2.541 -2.108
H -0.724 2.475 -1.449
*
```

Atom charges from the natural (NBO) analysis, given in e for atoms 1 to 8:
1 N -0.842
2 C -0.107
3 C -0.074
4 O -0.726
5 C -0.529
6 S 0.069
7 S -0.144
8 H 0.378

---

6.
Below is a cluster of 3 separate species, C3H11NO3 in total, with properties calculated with wB97M-V/def2-TZVPD.

Output
Expectation value of S² = 0.754
HOMO energy (spin up / spin down) = 0.1640 / -3.5926 eV

The geometry in ORCA input format:
```
! RIJCOSX wB97M-V def2-TZVPD def2/J DEFGRID3
* xyz -1 2
O 2.449 -0.030 -0.230
C 1.644 0.365 -1.145
C 0.168 -0.023 -1.295
C -0.788 1.160 -1.485
N -0.407 -0.795 -0.121
H 1.968 1.146 -1.861
H 0.159 -0.756 -2.119
H -1.719 0.792 -1.936
H -0.857 1.535 -0.471
H -0.358 1.945 -2.108
H -1.419 -0.865 -0.246
H -0.158 -1.768 -0.284
H -0.969 -0.470 2.528
H -1.347 -1.861 2.487
O -1.767 -0.996 2.461
H 1.738 0.040 2.397
H 0.764 0.152 1.248
O 0.899 0.429 2.179
*
```

Atom charges from the natural (NBO) analysis, given in e for atoms 1 to 8:
1 O -0.790
2 C 0.019
3 C -0.143
4 C -0.657
5 N -0.866
6 H 0.064
7 H 0.123
8 H 0.170

---

7.
Below is a cluster of 2 separate species, C3H11NO3 in total, with properties calculated with wB97M-V/def2-TZVPD.

Output
HOMO energy = -9.7790 eV
Structure (SMILES) = NC(CO)CO.O

The geometry in ORCA input format:
```
! RIJCOSX wB97M-V def2-TZVPD def2/J DEFGRID3
* xyz 0 1
N -1.156 -0.083 0.080
C 0.089 -0.390 -0.640
C 0.279 0.686 -1.700
O -0.429 0.295 -2.878
C 1.255 -0.336 0.345
O 0.967 -0.925 1.590
H -1.926 -0.147 -0.584
H -1.354 -0.785 0.791
H 0.020 -1.362 -1.116
H 1.338 0.857 -1.902
H -0.168 1.585 -1.268
H -0.720 1.084 -3.347
H 1.471 0.703 0.554
H 2.112 -0.788 -0.136
H 0.809 -1.873 1.571
O -0.977 0.403 3.264
H -0.123 0.269 2.827
H -1.487 0.807 2.548
*
```

Atom charges from the natural (NBO) analysis, given in e for atoms 1 to 8:
1 N -0.855
2 C -0.102
3 C -0.070
4 O -0.728
5 C -0.061
6 O -0.738
7 H 0.364
8 H 0.369

---

8.
Below is a cluster of 2 separate species, C3H11NO3 in total, with properties calculated with wB97M-V/def2-TZVPD.

Output
HOMO energy = -9.7846 eV
Structure (SMILES) = NC(CO)CO.O

The geometry in ORCA input format:
```
! RIJCOSX wB97M-V def2-TZVPD def2/J DEFGRID3
* xyz 0 1
N -0.232 -1.111 0.485
C -0.507 0.172 -0.152
C -1.966 0.516 -0.380
O -2.628 -0.383 -1.261
C 0.352 1.277 0.448
O 1.717 1.243 0.016
H 0.325 -0.957 1.311
H -1.128 -1.548 0.662
H -0.061 0.312 -1.189
H -2.190 1.527 -0.731
H -2.391 0.666 0.648
H -2.073 -1.165 -1.268
H 0.420 1.344 1.551
H -0.032 2.273 0.139
H 2.148 0.579 0.584
O 2.677 -1.252 0.634
H 3.460 -1.661 0.256
H 1.906 -1.609 0.165
*
```

Atom charges from the natural (NBO) analysis, given in e for atoms 1 to 8:
1 N -0.869
2 C -0.132
3 C -0.079
4 O -0.697
5 C -0.077
6 O -0.733
7 H 0.379
8 H 0.371

---

9.
Below is a cluster of 3 separate species, C3H11NO3 in total, with properties calculated with wB97M-V/def2-TZVPD.

Output
HOMO energy = -9.5881 eV
Structure (SMILES) = CNC(C)=O.O.O

The geometry in ORCA input format:
```
! RIJCOSX wB97M-V def2-TZVPD def2/J DEFGRID3
* xyz 0 1
C -2.444 0.839 1.546
N -2.757 1.876 0.588
C -1.965 2.357 -0.401
C -0.532 1.888 -0.502
O -2.399 3.172 -1.188
H -2.804 -0.137 1.211
H -2.758 1.092 2.546
H -1.369 0.727 1.649
H -3.573 2.449 0.725
H -0.356 0.867 -0.156
H -0.123 1.853 -1.511
H -0.024 2.494 0.249
O 2.913 -3.882 1.692
H 2.694 -3.372 0.900
H 3.565 -4.509 1.356
O 3.732 -2.693 -2.621
H 4.556 -3.106 -2.893
H 3.646 -1.916 -3.189
*
```

Atom charges from the natural (NBO) analysis, given in e for atoms 1 to 8:
1 C -0.415
2 N -0.621
3 C 0.673
4 C -0.720
5 O -0.622
6 H 0.195
7 H 0.208
8 H 0.203

---

10.
Below is a cluster of 3 separate species, C3H11NO3 in total, with properties calculated with wB97M-V/def2-TZVPD.

Output
HOMO energy = -9.1189 eV
Structure (SMILES) = C[C@@H](N)C=O.O.O

The geometry in ORCA input format:
```
! RIJCOSX wB97M-V def2-TZVPD def2/J DEFGRID3
* xyz 0 1
C 1.429 1.093 -0.969
C 0.055 1.514 -0.430
N -1.084 0.772 -0.904
C 0.125 1.514 1.106
O 0.515 0.575 1.753
H 1.368 0.835 -2.016
H 1.788 0.200 -0.437
H 2.204 1.850 -0.873
H -0.063 2.575 -0.664
H -0.915 -0.218 -1.006
H -1.532 1.232 -1.680
H -0.181 2.427 1.644
O -0.779 -2.231 -1.468
H -0.527 -2.299 -0.532
H -0.169 -2.824 -1.915
O -0.147 -2.196 1.266
H -0.717 -2.474 1.991
H 0.073 -1.264 1.402
*
```

Atom charges from the natural (NBO) analysis, given in e for atoms 1 to 8:
1 C -0.633
2 C -0.149
3 N -0.854
4 C 0.477
5 O -0.571
6 H 0.220
7 H 0.218
8 H 0.212

---

11.
Below is a structure of composition C3H11NO3S, with properties calculated with wB97M-V/def2-TZVPD.

Output
HOMO energy = 0.1306 eV

The geometry in ORCA input format:
```
! RIJCOSX wB97M-V def2-TZVPD def2/J DEFGRID3
* xyz -2 1
C 0.081 0.467 -0.589
O -1.254 0.051 -0.410
C 1.014 0.130 0.593
C 2.376 0.910 0.466
S 3.625 0.376 -0.776
N 1.324 -1.306 0.587
H 0.062 1.548 -0.791
H 0.543 -0.087 -1.422
H 0.493 0.439 1.510
H 1.986 1.905 0.241
H 2.831 0.961 1.464
H 2.122 -1.428 -0.024
H 0.524 -1.783 0.188
H -3.090 -2.053 -0.587
H -2.157 -1.261 -1.488
O -2.462 -2.175 -1.305
H -3.459 1.042 1.270
H -1.840 0.785 0.211
O -2.721 1.479 0.864
*
```

Atom charges from the natural (NBO) analysis, given in e for atoms 1 to 8:
1 C -0.068
2 O -0.874
3 C -0.083
4 C -0.522
5 S -0.762
6 N -0.888
7 H 0.132
8 H 0.154

---

12.
Below is a structure of composition C3H11NO4, with properties calculated with wB97M-V/def2-TZVPD.

Output
HOMO energy = -9.6930 eV

The geometry in ORCA input format:
```
! RIJCOSX wB97M-V def2-TZVPD def2/J DEFGRID3
* xyz 0 1
H 1.851 0.103 0.054
O 2.032 1.330 -0.240
N 1.159 -0.827 -0.249
H 2.385 1.854 0.530
H 1.763 -1.607 -0.478
H 0.710 -0.487 -1.086
C 0.153 -1.116 0.824
H 0.684 -1.144 1.774
C -0.939 0.071 0.782
O -2.050 -0.146 1.235
O -0.521 1.202 0.271
H 0.898 1.297 -0.032
C -0.522 -2.449 0.605
H 0.208 -3.232 0.373
H -1.215 -2.697 1.406
H -1.230 -2.424 -0.233
O -0.227 1.616 -2.505
H 0.451 2.071 -2.023
H -0.916 1.544 -1.776
*
```

Atom charges from the natural (NBO) analysis, given in e for atoms 1 to 8:
1 H 0.466
2 O -0.973
3 N -0.764
4 H 0.495
5 H 0.403
6 H 0.427
7 C -0.164
8 H 0.211

---

13.
Below is a cluster of 3 separate species, C3H11NO4 in total, with properties calculated with wB97M-V/def2-TZVPD.

Output
HOMO energy = -9.9039 eV
Structure (SMILES) = O=CNCCO.O.O

The geometry in ORCA input format:
```
! RIJCOSX wB97M-V def2-TZVPD def2/J DEFGRID3
* xyz 0 1
O 2.098 -0.674 0.051
C 1.213 -0.669 0.895
N -0.082 -0.832 0.607
C -1.151 -0.628 1.531
C -1.815 0.773 1.432
O -0.869 1.779 1.228
H 1.414 -0.514 1.964
H -0.350 -0.876 -0.376
H -1.934 -1.360 1.331
H -0.814 -0.750 2.552
H -2.608 0.814 0.681
H -2.213 0.951 2.425
H -0.484 1.624 0.356
O 1.343 0.794 -2.078
H 1.658 0.107 -1.439
H 2.139 1.102 -2.522
O -0.821 -0.854 -2.440
H -0.075 -0.270 -2.677
H -0.724 -1.662 -2.951
*
```

Atom charges from the natural (NBO) analysis, given in e for atoms 1 to 8:
1 O -0.663
2 C 0.548
3 N -0.617
4 C -0.244
5 C -0.072
6 O -0.708
7 H 0.124
8 H 0.433

---

How do the records compare in F_max? In the order shown, they have 4.1 3.8 3.9 6.1 1.1 1.3 0.9 3.2 1.4 1.3 1.3 2.8 1.1 eV/Å.
How do the records compare in energy above the lowest of the compared OMol25 structures with the same formula, charge and spin? In the order shown, they have 142.0 243.2 88.1 237.1 17.6 54.0 143.3 204.2 102.4 116.3 72.8 191.2 105.6 kJ/mol.